The following is a quantum chemistry calculation of C5HO3Pr as an isolated structure, from the OMol25 dataset.

Each line ends with the Löwdin charge.
Element x y z (Å)
O 0.396 1.513 0.208  -0.111
O 4.583 0.349 -0.354  -0.785
C -0.546 0.728 -0.009  -0.286
O -3.094 0.119 -0.046  0.158
C -1.794 0.110 0.041  -0.146
C -0.690 -0.683 -0.098  -0.041
C 0.362 -1.597 -0.121  -0.176
C 1.563 -1.946 -0.052  -0.081
H -3.439 1.022 -0.091  0.145
Pr 2.660 0.385 0.522  1.323

Computed properties:
total charge: 0
spin multiplicity: 3
HOMO (spin up / spin down): -8.12 / -8.31 eV
DFT total energy: -25405.8703 eV
⟨S²⟩: 2.014